ORCA calculation (wB97M-V/def2-TZVPD) on an isolated ion of composition C6H8N and charge +1.

Each atom is followed by the atoms it is bonded to, with distances in Å.
Geometry (Å):
1 C 1.73022 -0.22838 -0.62739  C3 1.265, C4 1.491
2 C -0.93862 -0.20620 -0.55633  C4 1.255, C6 1.452
3 C 2.95845 0.06697 -0.56172  C1 1.265, N7 1.522, H8 1.176
4 C 0.26633 -0.43041 -0.82833  C1 1.491, C2 1.255
5 C -3.28822 -0.59220 0.81277  C6 1.528, H9 1.116, H10 1.079, H11 1.077
6 C -2.32510 0.03106 -0.19669  C2 1.452, C5 1.528, H12 1.119, H13 1.112
7 N 4.11614 0.52611 0.31391  C3 1.522, H14 0.993, H15 0.993
8 H 3.60781 0.52744 -1.42767  C3 1.176
9 H -2.81645 -1.58551 1.00398  C5 1.116
10 H -4.26575 -0.69936 0.36789  C5 1.079
11 H -3.38414 0.18460 1.55266  C5 1.077
12 H -2.11431 1.11188 0.00116  C6 1.119
13 H -2.97681 0.00707 -1.09786  C6 1.112
14 H 4.79451 1.24678 0.23709  N7 0.993
15 H 4.63594 0.04014 1.00653  N7 0.993

Properties
HOMO-LUMO gap (spin up / spin down) (eV): 6.772 / 6.769
ΔE to the lowest compared entry with this formula, charge and spin (kcal/mol): 207.1
Total charge: +1
E_LUMO (spin up / spin down) (eV): -6.989 / -6.990
Multiplicity: 1